No. 1
The following is a DFT calculation (ωB97M-V with the def2-TZVPD basis set) of a structure of composition C37H43NO2OsP.

2S+1: 5
Energy relative to the best compared isomer or geometry (same formula, charge and spin), eV: 0.000
Net charge: +1
Largest force on an atom, eV Å⁻¹: 7.4

Each line ends with the Mulliken spin population.
Cartesian coordinates (Å):
O  -0.219  -1.128  -3.367  0.01
C  0.278  -0.044  -4.230  0.02
C  0.112  -0.805  -5.529  0.00
H  1.328  0.189  -4.004  0.00
H  -0.382  0.830  -4.163  -0.01
C  -0.304  -1.956  -4.598  0.01
H  1.054  -0.951  -6.065  0.00
H  -0.695  -0.411  -6.154  0.00
C  0.722  -3.064  -4.656  0.00
H  1.731  -2.658  -4.538  0.00
H  0.657  -3.550  -5.634  0.00
H  0.538  -3.821  -3.887  0.00
C  -1.709  -2.451  -4.850  0.01
H  -2.388  -1.597  -4.965  0.00
H  -2.056  -3.099  -4.038  0.00
H  -1.711  -3.039  -5.776  0.00
Os  -0.610  -1.436  -0.500  1.99
C  -2.717  -1.739  -0.179  0.07
C  -2.827  -0.650  0.744  0.34
C  -2.762  0.556  0.013  -0.01
H  -3.067  -0.759  1.800  0.02
C  -2.595  0.250  -1.357  0.35
C  -2.518  -1.180  -1.506  0.04
H  -2.643  -1.736  -2.426  0.01
H  -3.024  -2.763  0.019  0.01
H  -2.907  1.546  0.433  0.01
H  -2.659  0.945  -2.197  0.01
C  0.195  -3.005  0.729  0.15
C  -0.723  -3.522  -0.217  0.07
C  -0.265  -3.183  -1.505  -0.02
H  -1.621  -4.086  0.011  -0.01
C  0.987  -2.506  -1.369  0.25
C  1.255  -2.365  0.012  -0.02
H  2.116  -1.860  0.434  0.00
H  0.109  -3.097  1.800  0.00
H  -0.778  -3.493  -2.407  -0.01
H  1.658  -2.181  -2.152  0.05
O  1.981  2.601  -2.968  0.00
C  1.262  2.103  -1.802  0.04
C  -0.212  2.539  -1.882  -0.01
H  1.724  2.500  -0.873  -0.01
H  1.377  0.999  -1.789  -0.01
C  -0.219  3.684  -2.919  0.00
H  -0.599  2.847  -0.901  -0.02
H  -0.811  1.685  -2.231  0.03
C  1.198  3.673  -3.539  0.00
H  -0.387  4.647  -2.427  0.00
H  -0.986  3.540  -3.685  0.00
H  1.699  4.636  -3.331  0.00
H  1.155  3.527  -4.632  0.00
N  0.099  0.065  0.685  0.52
P  0.332  0.385  2.247  0.01
C  1.999  1.013  2.513  0.00
C  2.878  1.139  1.426  0.03
C  4.127  1.742  1.607  0.00
C  4.519  2.182  2.879  0.00
C  3.662  2.013  3.977  0.00
C  2.404  1.431  3.794  0.00
C  -0.739  1.657  2.946  0.02
C  -1.129  1.658  4.297  0.00
C  -1.921  2.694  4.806  0.00
C  -2.294  3.759  3.979  0.00
C  -1.847  3.801  2.650  0.01
C  -1.064  2.764  2.139  -0.01
C  0.187  -1.019  3.363  0.02
C  1.322  -1.778  3.702  0.00
C  1.192  -2.933  4.475  0.00
C  -0.066  -3.317  4.954  0.00
C  -1.198  -2.560  4.633  0.00
C  -1.080  -1.422  3.836  0.00
H  2.574  0.768  0.445  -0.01
H  4.790  1.870  0.747  0.00
H  5.492  2.656  3.017  0.00
H  3.973  2.338  4.971  0.00
H  1.739  1.308  4.649  0.00
H  -0.821  0.857  4.967  0.00
H  -2.237  2.670  5.852  0.00
H  -2.919  4.565  4.371  0.00
H  -2.102  4.646  2.007  0.00
H  -0.678  2.815  1.117  0.01
H  2.309  -1.478  3.340  0.00
H  2.076  -3.538  4.691  0.00
H  -0.166  -4.214  5.569  0.00
H  -2.185  -2.859  4.999  0.00
H  -1.971  -0.838  3.597  0.00


No. 2
The following is a DFT calculation (ωB97M-V with the def2-TZVPD basis set) of a structure of composition C18H16N4O4Pb.

DFT total energy, eV: -38326.08315
Net charge: 0
Largest force on an atom, eV Å⁻¹: 0.6

Each line ends with the natural charge from an NBO analysis.
Cartesian coordinates (Å):
Pb  -0.217  0.814  -2.099  1.44
C  3.779  -0.351  -1.717  -0.66
C  2.657  -1.326  -1.704  0.40
N  1.368  -1.039  -1.735  -0.56
C  0.679  -2.233  -1.695  -0.01
C  1.584  -3.256  -1.636  0.01
N  2.817  -2.660  -1.650  -0.48
C  1.526  -4.746  -1.599  0.77
O  0.342  -5.281  -1.611  -0.65
O  2.572  -5.358  -1.554  -0.61
C  -0.827  -2.310  -1.669  0.78
O  -1.331  -3.446  -1.718  -0.67
O  -1.461  -1.221  -1.567  -0.77
H  3.388  0.663  -1.754  0.24
H  4.428  -0.516  -2.578  0.24
H  4.389  -0.460  -0.819  0.24
H  3.668  -3.201  -1.611  0.45
H  -0.380  -4.555  -1.632  0.50
C  -0.098  -0.038  1.197  -0.27
N  -0.089  1.056  0.220  -0.63
C  -0.041  2.277  0.671  0.18
C  0.008  3.384  -0.190  -0.05
C  -0.033  4.767  0.055  -0.21
C  -0.006  5.382  -1.190  -0.34
C  0.041  4.349  -2.137  0.00
N  0.059  3.150  -1.545  -0.63
C  -1.348  -0.080  2.050  0.04
C  -1.254  -0.026  3.435  -0.25
C  -2.398  -0.068  4.221  -0.21
C  -3.645  -0.164  3.625  -0.22
C  -3.744  -0.224  2.241  -0.19
C  -2.603  -0.184  1.456  -0.24
H  0.776  0.055  1.846  0.19
H  -0.008  -0.975  0.646  0.22
H  -0.046  2.445  1.749  0.20
H  -0.087  5.244  1.022  0.22
H  -0.029  6.439  -1.399  0.22
H  0.081  4.440  -3.214  0.20
H  -0.280  0.050  3.905  0.21
H  -2.311  -0.026  5.299  0.21
H  -4.537  -0.195  4.237  0.21
H  -4.715  -0.312  1.771  0.22
H  -2.677  -0.263  0.379  0.23


No. 3
The following is a DFT calculation (ωB97M-V with the def2-TZVPD basis set) of a structure of composition C29H30N3O2STa.

Energy relative to the best compared isomer or geometry (same formula, charge and spin), eV: 0.720
Net charge: 0
Largest force on an atom, eV Å⁻¹: 2.5

Each line ends with the natural charge from an NBO analysis.
Cartesian coordinates (Å):
Ta  -1.092  0.087  -0.242  1.99
N  -1.437  3.104  0.978  -0.82
C  -2.038  2.424  2.128  -0.31
C  -2.309  1.037  1.589  0.72
O  -1.707  0.043  2.034  -0.60
O  -2.954  0.949  0.483  -0.71
H  -1.007  3.983  1.238  0.38
H  -2.145  3.294  0.277  0.38
H  -2.948  2.883  2.528  0.20
H  -1.299  2.333  2.921  0.22
S  1.018  3.127  -3.208  0.39
C  2.240  2.199  -2.452  -0.39
C  1.727  1.262  -1.609  -0.25
C  0.297  1.262  -1.544  -0.40
C  -0.202  2.227  -2.375  -0.22
C  -1.623  2.414  -2.595  0.19
C  -2.185  3.482  -3.298  -0.25
C  -3.555  3.536  -3.451  -0.14
C  -4.343  2.531  -2.902  -0.28
C  -3.713  1.519  -2.206  0.09
N  -2.391  1.453  -2.058  -0.47
H  3.277  2.399  -2.673  0.24
H  2.350  0.586  -1.044  0.23
H  -1.543  4.251  -3.707  0.23
H  -4.010  4.354  -3.995  0.22
H  -5.418  2.536  -3.005  0.23
H  -4.280  0.717  -1.749  0.21
C  4.494  1.059  4.380  -0.23
C  3.456  1.981  4.391  -0.20
C  2.441  1.893  3.451  -0.23
C  2.430  0.881  2.491  0.02
C  3.487  -0.029  2.481  -0.21
C  4.507  0.059  3.416  -0.21
C  1.313  0.827  1.518  -0.25
C  0.726  -0.257  0.999  -0.34
C  1.104  -1.631  1.402  -0.09
C  1.712  -2.502  0.499  -0.22
C  2.098  -3.774  0.892  -0.21
C  1.856  -4.209  2.189  -0.23
C  1.227  -3.359  3.087  -0.22
C  0.857  -2.079  2.699  -0.15
H  5.290  1.124  5.110  0.21
H  3.438  2.771  5.131  0.21
H  1.636  2.621  3.461  0.20
H  3.511  -0.812  1.735  0.22
H  5.317  -0.659  3.391  0.21
H  0.951  1.813  1.224  0.20
H  1.879  -2.168  -0.519  0.21
H  2.581  -4.434  0.181  0.21
H  2.154  -5.204  2.493  0.21
H  1.027  -3.691  4.098  0.21
H  0.373  -1.410  3.400  0.21
C  -2.684  -2.367  -2.718  -0.60
C  -1.266  -2.476  -2.149  0.07
C  -0.241  -2.374  -3.282  -0.60
C  -1.100  -3.798  -1.398  -0.60
N  -1.045  -1.376  -1.245  -0.76
H  -2.885  -3.181  -3.418  0.21
H  -2.797  -1.415  -3.240  0.21
H  -3.414  -2.410  -1.907  0.21
H  -0.396  -3.172  -4.010  0.21
H  0.771  -2.453  -2.883  0.21
H  -0.334  -1.409  -3.784  0.21
H  -1.217  -4.638  -2.085  0.20
H  -1.848  -3.881  -0.608  0.21
H  -0.115  -3.851  -0.937  0.22


No. 4
The following is a DFT calculation (ωB97M-V with the def2-TZVPD basis set) of a structure of composition C3H4N2.

Energy relative to the best compared isomer or geometry (same formula, charge and spin), eV: 3.942
Net charge: 0
Largest force on an atom, eV Å⁻¹: 0.4

Each line ends with the natural charge from an NBO analysis.
Cartesian coordinates (Å):
N  0.979  0.110  0.427  -0.38
C  0.477  -0.349  -0.740  0.01
C  -0.890  -0.306  -0.659  -0.39
C  -1.247  0.096  0.671  -0.13
N  -0.035  0.326  1.325  -0.39
H  1.939  0.124  0.735  0.41
H  1.139  -0.676  -1.532  0.22
H  -1.581  -0.566  -1.449  0.23
H  -0.780  1.241  1.221  0.41


No. 5
The following is a DFT calculation (ωB97M-V with the def2-TZVPD basis set) of a structure of composition C14H25I2OP2Yb.

2S+1: 2
Energy relative to the best compared isomer or geometry (same formula, charge and spin), eV: 2.347
Net charge: +2
Largest force on an atom, eV Å⁻¹: 4.0

Each line ends with the Mulliken spin population.
Cartesian coordinates (Å):
I  0.297  -0.696  -5.076  0.00
I  -0.324  1.886  -4.359  0.00
Yb  0.022  -0.533  -0.174  0.08
P  -2.524  -0.155  -0.050  -0.01
C  -3.403  1.384  0.358  0.00
C  -3.032  -0.716  -1.707  0.00
H  -4.119  -0.881  -1.640  0.00
H  -4.141  -1.572  0.996  0.00
H  -2.506  -1.652  -1.968  0.00
H  -2.529  -2.406  0.908  0.00
H  -3.079  2.149  -0.377  0.00
H  -2.747  0.046  -2.455  0.00
C  -3.054  -1.458  1.122  0.01
H  -4.479  1.132  0.297  0.00
H  -2.801  -1.178  2.159  0.00
H  -3.083  1.698  1.374  0.00
P  2.534  -0.064  -0.036  0.01
C  3.354  1.503  0.371  0.00
C  3.080  -1.347  1.142  -0.01
H  2.567  -1.560  -1.963  0.00
H  4.154  -0.734  -1.627  0.00
H  2.752  0.138  -2.445  0.00
C  3.061  -0.610  -1.692  0.00
H  2.590  -2.311  0.921  0.00
H  4.171  -1.425  1.017  0.00
H  4.437  1.284  0.313  0.00
H  3.027  1.820  1.384  0.00
H  2.804  -1.062  2.174  0.00
H  3.005  2.253  -0.368  0.00
C  -0.029  1.976  0.470  0.00
O  -0.056  3.080  0.799  0.00
C  -0.229  -0.406  2.468  0.49
C  0.397  -0.029  3.760  0.13
C  -0.310  -0.441  4.925  0.05
C  0.139  -0.051  6.206  0.01
C  1.292  0.714  6.308  0.00
C  2.015  1.118  5.171  0.00
C  1.564  0.737  3.892  0.07
H  -0.312  -1.495  2.324  0.03
H  -1.191  0.094  2.302  0.09
H  -1.215  -1.015  4.785  0.00
H  -0.436  -0.368  7.065  0.00
H  1.648  1.010  7.313  0.00
H  2.918  1.721  5.270  0.00
H  2.085  1.072  2.993  0.03


No. 6
The following is a DFT calculation (ωB97M-V with the def2-TZVPD basis set) of the molecule C5H10N2O.

Energy relative to the best compared isomer or geometry (same formula, charge and spin), eV: 9.527
SMILES: C=NN1C[C@@H]1COC
Net charge: 0
Largest force on an atom, eV Å⁻¹: 7.0

Each line ends with the natural charge from an NBO analysis.
Cartesian coordinates (Å):
C  2.483  -0.264  0.966  -0.28
C  0.183  0.284  1.391  -0.13
C  -1.055  -0.316  0.749  -0.08
C  -1.853  0.889  0.133  -0.23
C  0.330  -0.407  -1.988  -0.07
H  2.393  -0.450  2.237  0.19
H  3.193  -0.881  0.231  0.23
H  2.426  1.032  0.735  0.17
H  0.268  0.291  2.405  0.20
H  0.140  1.093  0.766  0.19
H  -1.646  -1.224  1.284  0.24
H  -1.060  1.883  0.463  0.15
H  -3.000  1.242  0.178  0.21
H  0.394  -1.678  -1.736  0.17
H  1.100  -0.245  -2.662  0.16
N  -1.393  -0.024  -0.845  -0.27
N  -0.561  0.488  -1.771  -0.25
O  1.118  -0.679  0.864  -0.59


Which formula does entry 2 have? C18H16N4O4Pb


Which value of largest force on an atom does entry 6 give? 7.0 eV Å⁻¹


What is the formula in the fifth record? C14H25I2OP2Yb